Here is a cluster of 14 separate species, C21H70N10O14 in total at a distorted geometry from the Open Molecules 2025 dataset. Energies are from ωB97M-V/def2-TZVPD.

Last column: Mulliken charge in e.
CARTESIAN COORDINATES (ANGSTROEM)
C 1.61383 3.56892 -4.73981  -1.19
C 0.14874 3.47604 -4.40560  -0.31
O -0.05607 2.33264 -3.56621  -0.46
H 1.98635 2.77734 -5.38843  0.36
H 2.27095 3.51400 -3.90294  0.25
H 1.83541 4.50873 -5.23451  0.37
H -0.37859 3.29736 -5.33776  0.37
H -0.21545 4.40494 -3.94481  0.37
H -0.97445 2.33791 -3.32768  0.11
C -4.24515 1.56123 1.00087  -1.03
C -3.60085 1.73220 -0.35246  0.33
O -3.22640 0.48121 -0.84713  -0.55
H -5.17676 0.95437 0.84677  0.44
H -4.49898 2.52572 1.34935  0.52
H -3.63214 0.93777 1.71938  -0.21
H -2.66138 2.30512 -0.28539  -0.35
H -4.28457 2.16840 -1.05532  0.67
H -2.92989 0.65262 -1.76034  0.06
C 3.12085 -4.95234 2.27611  -1.59
C 3.61732 -3.53856 2.25261  0.07
O 2.68883 -2.71238 1.63284  -0.22
H 3.94618 -5.59874 2.54069  0.43
H 2.78562 -5.27431 1.29715  0.31
H 2.31098 -5.13050 2.96774  0.29
H 4.49988 -3.41124 1.60552  0.17
H 3.81021 -3.25192 3.23029  0.36
H 2.98276 -1.78557 1.66880  0.29
C 6.18591 -1.28002 2.12693  -1.40
C 5.34235 -0.05023 1.76026  -0.08
O 4.00410 -0.35722 1.60022  -0.58
H 6.29164 -1.83366 1.22042  0.34
H 5.62458 -1.84057 2.83565  0.29
H 7.18308 -1.01005 2.50165  0.39
H 5.66175 0.36646 0.79758  0.31
H 5.46432 0.70133 2.56926  0.25
H 3.54638 0.47792 1.43702  -0.11
C -2.52506 4.06823 3.51711  -1.44
C -1.75487 4.00049 2.25900  -0.06
O -1.44502 2.56364 2.09238  -0.51
H -3.35618 3.44304 3.34402  0.34
H -2.86918 5.08779 3.68902  0.42
H -2.02581 3.58871 4.38407  0.30
H -0.83993 4.53336 2.44928  0.28
H -2.23170 4.44573 1.37973  0.29
H -0.97078 2.48720 1.21992  -0.07
C -5.14469 -2.97026 -0.28313  -1.61
C -4.00317 -2.18743 0.45582  2.34
O -3.67031 -2.94951 1.57698  -0.71
H -4.87591 -3.98047 -0.29896  0.45
H -5.34162 -2.60600 -1.28373  0.27
H -6.07979 -2.88169 0.18739  0.40
H -4.30992 -1.27210 0.89564  -0.04
H -3.16478 -2.04060 -0.13298  -1.41
H -2.70340 -2.94244 1.65132  0.25
C -3.61013 -1.43447 -3.77712  -1.62
C -2.21662 -1.37851 -3.24458  0.87
O -1.84253 -0.06459 -3.24409  -0.66
H -4.35793 -0.90861 -3.20212  0.28
H -3.98006 -2.46653 -3.83601  0.41
H -3.62359 -1.13662 -4.82180  0.41
H -1.46527 -1.98678 -3.84969  0.13
H -2.16501 -1.83101 -2.21971  -0.47
H -1.44832 0.15466 -4.08360  0.36
C 2.74464 1.61651 -1.62255  0.18
O 2.60096 2.92405 -1.36248  -0.73
N 1.92456 0.99950 -2.41174  -0.09
N 3.58632 0.86262 -1.00119  0.02
H 1.30513 1.61882 -2.99404  0.10
H 2.04462 0.08188 -2.77837  0.28
H 4.25368 1.34489 -0.40168  0.29
H 3.63921 -0.17925 -1.06784  0.13
C -0.59890 -3.69535 0.74836  0.54
O -1.00484 -3.53817 -0.52064  -0.88
N -0.05089 -4.82715 1.12042  -0.31
N -0.79742 -2.86891 1.71246  -0.41
H 0.19004 -5.44237 0.35167  0.27
H 0.31129 -5.04793 2.05965  0.15
H -0.99559 -1.90589 1.30562  0.31
H -0.21203 -2.89074 2.54102  0.26
C -0.68278 -0.14960 4.07467  0.10
O -0.94768 -0.47106 5.37718  -0.82
N -1.50968 0.14666 3.13868  0.59
N 0.59467 -0.05765 3.65115  0.12
H -2.48435 0.00340 3.44002  0.30
H -1.49057 1.13999 2.76025  0.01
H 1.31675 -0.02706 4.34353  0.19
H 0.98922 0.19081 2.66905  -0.12
C 1.13407 -2.24898 -3.46466  0.31
O 1.70749 -1.11838 -3.95268  -0.85
N 1.04187 -3.44160 -4.05590  -0.44
N 0.60161 -2.20492 -2.32459  0.15
H 1.30850 -3.29565 -5.09714  0.32
H 0.30526 -4.09806 -3.85702  0.25
H 0.49577 -1.32940 -1.75783  -0.35
H -0.07097 -2.85806 -1.92762  0.44
C -0.06600 -0.18758 0.24767  0.15
O 1.01369 -0.14280 1.03827  0.15
N -0.06049 -0.07761 -1.03871  1.38
N -1.19975 -0.41485 0.69105  2.80
H 0.80493 0.37975 -1.46212  -0.35
H -0.91489 -0.00653 -1.58684  -0.82
H -1.39136 -0.22318 1.72110  -0.02
H -2.03094 -0.25056 0.14320  -1.82
C 0.10762 4.19024 -0.51326  -0.71
O -0.29422 2.85531 -0.26113  0.73
H 0.95040 4.60525 0.06061  0.24
H -0.73295 4.89297 -0.31494  0.35
H 0.39711 4.29477 -1.54204  -0.15
H 0.40493 2.27915 -0.47530  -0.76
C 2.00835 2.76554 1.75041  -0.20
O 2.60480 2.05975 2.78122  -0.59
H 2.71995 3.53993 1.47574  0.29
H 1.11734 3.20540 2.07621  0.42
H 1.84670 2.02898 1.08499  -0.19
H 2.44503 2.58294 3.51522  0.34

Summary:
2S+1 = 1
ΔE to the lowest compared entry with this formula, charge and spin = 0.00 kcal/mol
HOMO energy = -8.6 eV
Kohn-Sham gap = 8.773 eV